# 1
C34H71Br2F3INO13P3 | ωB97M-V/def2-TZVPD

Geometry (Å):
C 2.554 3.245 3.751
C 4.076 3.243 3.560
I 5.048 4.018 5.311
C 4.573 1.799 3.292
C 5.386 1.646 1.976
C 5.902 0.179 2.023
C 6.452 -0.358 0.685
C 5.998 -1.784 0.368
F 6.748 -2.212 -0.697
Br 6.404 -2.948 1.863
C 4.532 -1.899 -0.087
F 4.296 -1.164 -1.179
F 3.657 -1.562 0.872
Br 4.130 -3.770 -0.576
C 6.617 2.597 2.059
C 6.895 3.517 0.843
C 6.484 4.957 1.188
C 8.438 3.556 0.679
N 6.348 3.016 -0.425
O 6.739 3.669 -1.449
C 4.911 2.706 -0.429
C 4.663 1.825 -1.693
C 4.010 3.950 -0.654
C 4.400 1.908 0.809
H 2.239 4.276 3.915
H 2.238 2.605 4.570
H 2.117 2.955 2.794
H 4.265 3.837 2.670
H 5.193 1.443 4.115
H 3.700 1.142 3.238
H 6.682 0.156 2.781
H 5.078 -0.417 2.411
H 7.532 -0.451 0.804
H 6.295 0.318 -0.152
H 6.624 3.230 2.942
H 7.492 1.953 2.149
H 6.863 5.674 0.461
H 5.413 5.087 1.332
H 6.974 5.212 2.129
H 8.686 4.497 0.190
H 8.803 2.743 0.057
H 8.901 3.604 1.663
H 3.751 1.245 -1.592
H 5.529 1.223 -1.960
H 4.482 2.502 -2.528
H 4.535 4.744 -1.178
H 3.174 3.635 -1.277
H 3.571 4.311 0.276
H 3.490 2.399 1.144
H 4.070 0.929 0.464
O -0.575 -4.975 -2.237
P -1.500 -3.918 -2.702
O -1.546 -4.014 -4.327
C -1.877 -5.257 -4.939
C -3.365 -5.542 -4.850
O -0.644 -2.553 -2.522
C 0.603 -2.542 -1.826
C 1.767 -2.725 -2.777
O -2.886 -3.071 -2.507
C -4.021 -3.632 -1.826
C -3.648 -4.532 -0.667
H -1.301 -6.071 -4.491
H -1.576 -5.179 -5.984
H -3.656 -5.751 -3.815
H -3.632 -6.409 -5.456
H -3.942 -4.682 -5.189
H 0.615 -3.294 -1.038
H 0.679 -1.567 -1.339
H 1.637 -3.606 -3.407
H 2.702 -2.824 -2.219
H 1.843 -1.866 -3.448
H -4.648 -4.168 -2.544
H -4.609 -2.790 -1.460
H -3.117 -5.425 -1.014
H -4.542 -4.863 -0.139
H -2.997 -4.009 0.036
O -7.312 -7.438 -2.862
P -7.928 -8.429 -3.774
O -6.705 -9.242 -4.477
C -5.722 -9.877 -3.665
C -6.239 -11.163 -3.047
O -8.429 -7.535 -5.030
C -8.416 -6.110 -4.976
C -7.122 -5.562 -5.540
O -9.108 -9.517 -4.083
C -9.788 -10.212 -3.025
C -10.001 -9.368 -1.785
H -5.369 -9.192 -2.889
H -4.877 -10.095 -4.318
H -7.001 -10.951 -2.290
H -5.431 -11.715 -2.566
H -6.695 -11.796 -3.809
H -8.585 -5.756 -3.960
H -9.257 -5.762 -5.578
H -6.256 -6.028 -5.071
H -7.062 -4.482 -5.398
H -7.054 -5.777 -6.608
H -9.241 -11.127 -2.780
H -10.754 -10.519 -3.427
H -9.047 -9.102 -1.318
H -10.591 -9.913 -1.049
H -10.519 -8.440 -2.034
O -1.307 8.588 5.813
P -0.618 8.680 4.507
O -1.766 8.555 3.360
C -2.882 9.441 3.383
C -2.516 10.827 2.884
O 0.096 7.233 4.348
C 0.148 6.303 5.428
C -1.019 5.338 5.370
O 0.542 9.349 3.569
C 1.034 10.677 3.814
C 1.112 11.033 5.284
H -3.307 9.492 4.388
H -3.637 9.002 2.730
H -1.858 11.334 3.598
H -3.408 11.441 2.755
H -1.988 10.764 1.932
H 0.190 6.818 6.387
H 1.083 5.749 5.325
H -1.969 5.866 5.298
H -1.036 4.698 6.253
H -0.939 4.706 4.483
H 0.416 11.399 3.273
H 2.031 10.723 3.375
H 0.115 11.063 5.737
H 1.566 12.014 5.415
H 1.702 10.295 5.830

Atomic forces in eV per Å
C 0.6124 0.9349 -0.2166
C -0.7224 -1.3321 -0.1413
I -0.0593 0.3153 -0.2331
C 0.3134 0.2443 -0.2285
C -0.2449 0.3424 1.1353
C -0.5639 0.7966 -0.4209
C 0.2710 -0.3277 1.0308
C 0.5647 0.8437 -0.4470
F -0.1662 -0.0759 -0.0037
Br -0.1826 0.0151 -0.0279
C -0.4644 -1.7426 -0.0662
F 0.2380 0.3193 0.3725
F 0.2530 0.3826 -0.1300
Br 0.4215 0.0674 0.4659
C -0.1590 -0.5690 -1.2735
C 1.6586 0.0653 0.9552
C -0.0642 0.0278 -0.0252
C -0.5287 0.9222 -0.2169
N -0.8449 1.1065 0.9531
O 0.2303 -0.3789 -0.2519
C -1.3689 -1.1686 -1.1537
C 0.1388 0.9603 -0.3246
C 0.0530 -0.1490 0.3568
C 1.0041 -0.1508 -0.1976
H -0.2371 -0.0904 0.2442
H -0.1153 -0.0664 -0.0365
H -0.1835 -0.3355 0.1433
H 0.4751 0.4650 0.3679
H -0.0589 -0.0401 0.0677
H 0.0047 -0.0482 0.0045
H 0.0045 -0.1952 0.0396
H 0.0382 -0.2376 -0.2001
H 0.0589 -0.0005 -0.2570
H -0.2993 -0.1667 -0.1297
H -0.1964 -0.0618 0.0958
H 0.0238 0.0064 0.1015
H -0.2674 -0.0923 -0.2635
H -0.0317 0.0486 -0.0755
H -0.0536 -0.0386 0.0699
H 0.2356 -0.1563 -0.2309
H 0.0783 -0.1967 0.2284
H 0.0941 -0.3075 0.0064
H 0.0967 -0.1858 0.1405
H -0.1101 -0.2752 0.1323
H 0.2548 -0.1037 -0.1672
H 0.0706 0.0121 0.0217
H -0.0795 0.0688 0.0214
H 0.1951 0.2578 0.0226
H 0.0846 0.0753 0.2232
H -0.0660 -0.0167 0.0006
O -2.3260 -1.0720 1.2706
P 3.1753 3.9229 -3.1084
O -0.3170 -0.2264 0.6657
C -0.1127 -0.2899 -0.2440
C 0.0001 0.0421 0.1628
O -0.4663 -0.1218 0.1945
C 0.3479 -0.0333 -0.0808
C 0.0923 0.2062 -0.2340
O 0.0170 -2.3802 1.3505
C -0.5384 -0.0150 0.1021
C 0.2261 -0.1125 -0.0828
H 0.0427 0.0809 0.0636
H 0.0473 0.1424 0.0369
H -0.0211 -0.0757 -0.0460
H 0.0093 -0.0149 0.0221
H 0.0230 -0.0087 -0.0668
H -0.0475 -0.1078 -0.0895
H -0.1424 0.0291 -0.0598
H -0.0402 -0.1179 0.1613
H -0.5037 0.1564 -0.4612
H -0.0047 0.0139 0.0318
H 0.0693 0.0010 -0.0286
H 0.1381 0.1131 -0.1072
H -0.0539 0.0419 0.0478
H -0.0321 0.0300 -0.0222
H -0.0460 0.0118 0.0157
O -1.3317 -1.4862 2.0345
P 1.5645 1.4856 -5.5465
O -0.5278 -0.0194 0.6045
C 0.3048 -0.1965 0.1530
C -0.1814 0.0831 0.0160
O -0.2833 -0.3236 0.3314
C 0.2040 0.2840 -0.0978
C 0.1262 -0.0474 -0.1636
O 0.3059 0.5462 2.6608
C -0.3137 -0.4062 0.1908
C 0.2311 0.1470 0.0035
H -0.0647 0.0627 -0.0410
H -0.0758 0.0678 -0.1027
H 0.0593 -0.0216 0.0325
H 0.0043 0.0280 0.0163
H 0.0581 -0.0120 -0.0277
H 0.1065 -0.1045 0.0647
H -0.0298 -0.1669 -0.0389
H -0.0683 0.0357 0.1848
H -0.0130 -0.0025 -0.0114
H -0.0345 0.0431 -0.0100
H 0.0589 0.0487 -0.0372
H 0.0769 0.0719 -0.1801
H -0.0816 -0.0212 -0.0018
H -0.0231 -0.0283 -0.0298
H -0.0430 -0.0344 0.0095
O 0.9647 2.6615 0.3735
P -0.6824 -5.2155 -2.7371
O 0.4484 0.5193 0.4146
C -0.3349 0.2066 -0.0571
C 0.1817 -0.0216 0.0815
O 0.2334 0.4355 -0.0294
C -0.2087 -0.2947 0.1253
C -0.0734 -0.0648 -0.1649
O -0.6468 1.5136 2.1644
C 0.2651 0.4514 -0.1466
C -0.2208 -0.1265 0.0960
H 0.0742 -0.0642 0.0225
H 0.0936 -0.1105 -0.0150
H -0.0638 0.0299 0.0026
H -0.0049 -0.0072 0.0313
H -0.0541 -0.0188 -0.0309
H -0.1270 0.1019 -0.0374
H 0.0589 0.1120 -0.1180
H 0.0338 0.1009 0.1481
H 0.0162 -0.0012 -0.0053
H 0.0284 -0.0272 0.0251
H -0.0502 -0.0669 0.0073
H -0.0476 -0.1885 -0.0730
H 0.0804 0.0225 -0.0109
H 0.0263 0.0006 -0.0398
H 0.0386 0.0356 -0.0164

As for the total charge: 0. The calculation puts the HOMO energy (alpha / beta) at -8.546 / -9.481 eV. The spin multiplicity is 2. For the LUMO energy (alpha / beta), the calculation gives 0.0144 / 0.0048 Ha. The orbital gap (alpha / beta) is 8.938 / 9.612 eV. Its expectation value of S² is 0.7539.

---

# 2
C34H71Br2N3O13P | ωB97M-V/def2-TZVPD

Geometry (Å):
C 1.360 -0.058 6.284
C 1.087 -0.334 4.833
N 1.195 -1.517 4.386
C 0.662 0.807 3.907
N -0.723 1.235 4.178
N -1.609 0.420 3.618
C -2.892 0.621 3.817
C -3.794 -0.421 3.220
C -3.665 -1.748 3.980
C -4.560 -1.828 5.205
Br -3.645 -1.174 6.800
C -3.340 1.727 4.568
P -5.076 2.196 4.910
O -5.122 3.497 5.599
C -2.419 2.564 5.112
C -1.066 2.285 4.917
Br 0.201 3.414 5.652
H 0.618 -0.583 6.888
H 2.331 -0.472 6.550
H 1.328 0.997 6.545
H 0.956 -1.563 3.396
H 1.322 1.670 3.919
H 0.648 0.416 2.892
H -3.483 -0.577 2.188
H -4.825 -0.068 3.247
H -2.628 -1.839 4.306
H -3.859 -2.587 3.314
H -4.871 -2.842 5.430
H -5.439 -1.196 5.110
H -5.557 1.096 5.636
H -5.698 2.112 3.657
H -2.728 3.430 5.682
C -7.733 -6.260 0.388
O -8.068 -5.008 0.946
C -7.338 -4.728 2.120
C -7.407 -3.255 2.449
O -6.532 -2.441 1.675
C -6.913 -2.198 0.325
C -8.027 -1.190 0.167
O -9.276 -1.775 0.462
C -10.275 -0.817 0.733
H -7.949 -7.079 1.083
H -8.338 -6.388 -0.507
H -6.673 -6.299 0.111
H -6.287 -5.023 1.995
H -7.759 -5.296 2.961
H -7.067 -3.133 3.481
H -8.437 -2.897 2.385
H -7.166 -3.129 -0.184
H -6.021 -1.781 -0.149
H -8.026 -0.825 -0.870
H -7.841 -0.334 0.831
H -10.007 -0.200 1.599
H -11.192 -1.357 0.953
H -10.447 -0.162 -0.128
C 4.112 -5.535 -0.424
O 3.746 -4.206 -0.725
C 2.355 -4.061 -0.917
C 1.956 -2.607 -0.821
O 1.862 -2.123 0.514
C 3.085 -1.843 1.178
C 3.723 -0.538 0.763
O 4.392 -0.660 -0.468
C 4.600 0.596 -1.082
H 3.844 -6.218 -1.238
H 5.191 -5.553 -0.290
H 3.631 -5.878 0.499
H 1.803 -4.639 -0.164
H 2.078 -4.437 -1.912
H 0.948 -2.512 -1.228
H 2.629 -1.988 -1.417
H 3.796 -2.666 1.090
H 2.820 -1.750 2.234
H 4.435 -0.227 1.543
H 2.942 0.228 0.685
H 3.644 1.097 -1.279
H 5.105 0.423 -2.029
H 5.223 1.247 -0.458
C 1.615 7.662 -1.253
O 1.599 6.253 -1.313
C 2.838 5.723 -1.749
C 2.932 4.255 -1.414
O 3.253 3.994 -0.053
C 2.220 4.151 0.896
C 1.254 2.989 0.926
O 0.317 3.060 -0.124
C -0.272 1.809 -0.397
H 1.809 8.104 -2.236
H 0.634 7.985 -0.910
H 2.375 8.020 -0.549
H 3.668 6.257 -1.271
H 2.928 5.844 -2.837
H 3.764 3.835 -1.983
H 2.018 3.736 -1.712
H 1.682 5.092 0.766
H 2.729 4.178 1.864
H 0.702 3.003 1.886
H 1.819 2.053 0.865
H 0.480 1.066 -0.685
H -0.970 1.947 -1.219
H -0.824 1.428 0.476
C 8.972 0.695 -7.309
O 7.664 0.261 -7.015
C 7.491 -0.033 -5.643
C 6.024 -0.081 -5.285
O 5.428 1.195 -5.104
C 5.165 1.959 -6.271
C 3.958 1.496 -7.053
O 4.264 0.353 -7.826
C 3.114 -0.353 -8.224
H 9.714 -0.074 -7.066
H 9.015 0.900 -8.377
H 9.219 1.611 -6.760
H 7.988 0.726 -5.026
H 7.942 -1.011 -5.421
H 5.943 -0.568 -4.310
H 5.470 -0.680 -6.010
H 6.042 2.010 -6.919
H 4.950 2.966 -5.905
H 3.634 2.310 -7.717
H 3.139 1.275 -6.356
H 2.544 -0.706 -7.355
H 3.442 -1.213 -8.803
H 2.457 0.265 -8.848

Atomic forces in eV per Å
C -0.1355 -0.0425 0.0992
C -0.0308 -0.3924 -0.1901
N -0.0604 0.5110 0.1445
C 0.3518 -0.2503 -0.3780
N -0.1101 0.1257 0.0869
N -0.0687 -0.0787 0.0870
C 0.1408 -0.0850 -0.0486
C 0.1396 0.0855 0.1272
C 0.2246 0.0049 0.2159
C -0.0209 0.0284 -0.0605
Br 0.0110 0.1415 0.0572
C -0.3348 -0.1556 -0.1052
P -0.0876 0.3214 0.3159
O 0.0348 -0.0596 -0.0794
C 0.1530 0.1892 0.0916
C 0.0614 -0.0122 -0.0970
Br 0.1640 0.1531 0.0227
H 0.0023 0.0047 0.0197
H 0.0204 0.0461 0.0068
H 0.0940 -0.0295 -0.0537
H 0.0117 -0.1531 -0.0460
H -0.0224 0.0230 0.2671
H -0.0863 0.1028 -0.0511
H -0.1402 0.0813 -0.0690
H -0.0552 -0.0927 -0.2625
H 0.0248 -0.2582 -0.1298
H -0.2385 0.0800 -0.0776
H 0.0443 -0.0229 0.0660
H -0.1059 -0.1607 -0.0379
H -0.0475 -0.1429 -0.1275
H -0.0185 -0.1074 -0.0700
H 0.0026 0.0358 0.0337
C -0.0805 -0.0393 0.0185
O 0.1406 0.0928 -0.0764
C -0.1002 -0.0594 -0.0396
C 0.0042 0.0101 0.1045
O 0.0737 0.0755 0.1079
C 0.0816 0.0227 -0.0930
C -0.1097 -0.0297 -0.0618
O 0.0802 -0.0047 0.1948
C -0.0478 -0.0157 -0.1017
H 0.0157 -0.0024 0.0045
H -0.0140 -0.0016 0.0031
H 0.0020 -0.0087 0.0239
H 0.0181 0.0073 0.0215
H 0.0680 -0.0260 0.0178
H -0.0081 0.0193 -0.0012
H -0.0130 -0.0543 -0.0730
H -0.0839 0.0094 0.0296
H 0.0112 -0.0237 0.0028
H 0.0230 0.0693 0.0217
H 0.0292 0.0059 0.0030
H 0.0087 0.0179 -0.0146
H -0.0085 -0.0074 -0.0084
H 0.0103 0.0120 0.0134
C 0.0448 -0.0105 -0.0756
O -0.0441 0.0416 0.1711
C 0.0977 -0.0367 -0.0572
C -0.0807 0.0151 -0.0995
O -0.0435 0.0604 0.0827
C 0.0586 0.0142 0.1553
C 0.1701 -0.0288 -0.0021
O -0.1665 -0.0032 -0.1107
C 0.1246 -0.0533 -0.0556
H -0.0130 -0.0062 0.0069
H 0.0073 0.0016 -0.0122
H -0.0182 -0.0068 -0.0163
H -0.0281 0.0048 -0.0014
H -0.0458 -0.0431 0.0273
H 0.0039 0.0213 0.0054
H 0.0608 -0.0432 0.0315
H -0.0038 0.0135 -0.1330
H 0.0474 -0.0481 0.0186
H -0.0494 0.0523 0.0159
H -0.0690 0.0489 0.0408
H 0.0137 0.0467 0.0396
H 0.0067 -0.0034 -0.0005
H -0.0487 0.0400 0.0011
C -0.0625 0.0094 -0.0646
O 0.0828 -0.0260 0.1704
C -0.0983 0.0498 -0.0477
C 0.0429 -0.0519 -0.0916
O 0.0218 -0.0433 0.0109
C 0.0192 0.0443 0.0751
C -0.2457 0.0345 0.0720
O 0.1179 -0.0696 -0.1165
C -0.0607 0.0469 0.0183
H 0.0160 0.0045 0.0020
H -0.0097 -0.0009 -0.0110
H 0.0143 -0.0006 -0.0215
H 0.0261 -0.0145 -0.0070
H 0.0522 0.0368 0.0060
H -0.0058 -0.0202 0.0155
H -0.0351 0.0633 0.0212
H -0.0340 -0.0411 -0.0732
H -0.0179 0.0310 0.0059
H 0.0843 -0.0168 0.0386
H 0.0633 -0.0419 0.0237
H 0.0013 -0.0127 0.0324
H -0.0135 0.0042 0.0023
H 0.0127 -0.0136 -0.0007
C 0.0107 -0.0704 -0.0477
O -0.0580 0.1607 0.0511
C 0.0390 -0.0746 -0.1218
C -0.0282 -0.0430 0.0955
O -0.0245 -0.0208 0.0551
C 0.0069 0.0952 0.0086
C -0.0045 -0.0243 -0.1235
O 0.0147 -0.0783 0.1733
C 0.0165 0.0343 -0.0938
H 0.0077 0.0086 0.0145
H 0.0007 -0.0114 -0.0079
H 0.0110 -0.0165 0.0172
H -0.0040 -0.0029 0.0288
H 0.0372 0.0338 0.0679
H -0.0202 -0.0087 -0.0050
H 0.0627 0.0407 -0.0825
H -0.0273 -0.0748 -0.0426
H 0.0255 0.0042 0.0012
H -0.0604 0.0108 0.0372
H 0.0039 0.0130 0.0241
H -0.0169 0.0192 -0.0015
H 0.0043 -0.0009 -0.0133
H -0.0115 -0.0021 0.0174

As for the total charge: +1. The calculation puts the HOMO energy at -10.464 eV. The spin multiplicity is 1. For the LUMO energy, the calculation gives -0.1782 Ha. The orbital gap is 5.616 eV.

---

total charge of number 2 (C34H71Br2N3O13P)? +1